(1)
{
  "formula": "C6H12O",
  "method": "ωB97M-V/def2-TZVPD",
  "spin_multiplicity": 1,
  "de_lowest_kcal_mol": 59.3,
  "smiles": "CCC/C=C/CO",
  "max_force_ev_per_a": 2.6,
  "energy_ev": -8461.78039,
  "gap_ev": 9.04,
  "elements": ["O", "C", "C", "C", "C", "C", "C", "H", "H", "H", "H", "H", "H", "H", "H", "H", "H", "H", "H"],
  "xyz": [[-2.254390, 0.863096, 2.306608], [-1.705399, 0.693718, -0.060492], [-2.644627, 0.290346, 1.068248], [-0.380436, 0.424723, -0.092562], [2.648331, -0.412835, -0.031358], [1.607594, -0.872216, -1.033393], [0.470729, 0.110030, -1.253992], [0.207951, 0.703418, 0.792903], [-2.242912, 0.146581, 2.953915], [3.082567, -1.312235, 0.421347], [-3.631366, 0.640879, 0.765418], [3.524599, 0.041398, -0.487625], [2.120562, -0.989012, -2.005292], [-0.237453, -0.082737, -2.061391], [-2.253084, 1.167011, -0.875601], [-2.697052, -0.810933, 0.990401], [0.946500, 1.087003, -1.451463], [1.147081, -1.826463, -0.774416], [2.290808, 0.138224, 0.828738]],
  "forces_ev_per_angstrom": [[-0.135, -1.042, 0.396], [0.320, -0.406, 0.022], [0.489, 1.166, -0.965], [-0.508, 0.792, 1.160], [0.727, -1.387, 0.561], [-0.493, -0.008, -0.814], [-0.244, 2.524, -0.654], [-0.505, -1.391, 0.572], [0.020, 0.341, 0.052], [-0.025, -0.025, 0.030], [-0.249, 0.129, 0.328], [-0.282, 0.591, -0.106], [-0.331, -0.215, 0.350], [0.581, -0.448, -0.387], [0.196, -1.113, -0.775], [0.165, 0.345, 0.771], [0.159, -0.137, -0.579], [0.315, -0.177, 0.156], [-0.199, 0.462, -0.117]]
}

(2)
{
  "formula": "C6H12O",
  "method": "ωB97M-V/def2-TZVPD",
  "spin_multiplicity": 1,
  "de_lowest_kcal_mol": 138.4,
  "max_force_ev_per_a": 0.5,
  "energy_ev": -8458.35129,
  "gap_ev": 8.97,
  "elements": ["O", "C", "C", "C", "C", "C", "C", "H", "H", "H", "H", "H", "H", "H", "H", "H", "H", "H", "H"],
  "xyz": [[1.405346, -0.993485, -0.006367], [-1.599757, -0.983002, -0.736717], [-1.692465, 1.053883, 0.770919], [2.404739, 0.132594, -0.868349], [0.346281, -0.349208, 0.699629], [-0.815258, 0.172106, -0.116810], [1.564945, 0.426929, 0.938077], [3.313141, 0.575169, -0.462416], [-1.113037, 1.884086, 1.189378], [1.809476, 0.875140, -1.390124], [-0.399791, 0.794504, -0.920170], [0.046244, -1.039442, 1.495012], [2.101615, 0.037580, 1.816076], [2.678727, -0.692871, -1.537451], [-2.052321, -1.610065, 0.042343], [-0.946809, -1.618883, -1.343832], [-2.530174, 1.472409, 0.203022], [-2.408388, -0.614036, -1.377015], [-2.112515, 0.476585, 1.604803]],
  "forces_ev_per_angstrom": [[0.063, -0.038, -0.114], [-0.036, -0.058, -0.023], [-0.027, 0.045, 0.054], [0.209, -0.016, -0.399], [-0.114, 0.006, 0.071], [0.045, 0.020, -0.041], [-0.111, 0.002, 0.333], [-0.182, -0.068, -0.007], [-0.082, -0.112, -0.053], [0.075, -0.119, 0.125], [-0.040, -0.077, 0.109], [0.040, 0.103, -0.073], [-0.075, 0.057, -0.126], [-0.053, 0.116, 0.119], [0.073, 0.093, -0.094], [-0.087, 0.077, 0.079], [0.120, -0.063, 0.069], [0.116, -0.032, 0.092], [0.066, 0.062, -0.120]]
}

(3)
{
  "formula": "C6H12O",
  "method": "ωB97M-V/def2-TZVPD",
  "spin_multiplicity": 1,
  "de_lowest_kcal_mol": 35.0,
  "smiles": "CC1(O)CCCC1",
  "max_force_ev_per_a": 1.5,
  "energy_ev": -8462.83487,
  "gap_ev": 10.72,
  "elements": ["O", "C", "C", "C", "C", "C", "C", "H", "H", "H", "H", "H", "H", "H", "H", "H", "H", "H", "H"],
  "xyz": [[-0.045832, 1.138089, 1.197496], [1.633468, -0.447963, 0.344389], [-0.615365, 0.213577, 0.244856], [0.075740, -1.096263, 0.588495], [-0.045855, 0.480989, -1.154371], [1.395934, -0.096174, -1.132587], [-2.098931, 0.486331, 0.407356], [-2.390686, 0.284595, 1.443907], [2.099766, 0.599866, -1.605231], [1.460797, -1.042862, -1.672163], [-0.382517, -1.552218, 1.497748], [2.415072, -1.164596, 0.571525], [0.295367, 0.561608, 1.899084], [1.981299, 0.502156, 0.816782], [-0.082917, -1.882663, -0.179253], [-0.084222, 1.552824, -1.352568], [-2.199787, 1.569509, 0.263108], [-2.767092, -0.031252, -0.282717], [-0.651429, -0.030455, -1.914670]],
  "forces_ev_per_angstrom": [[-0.375, 0.467, 0.360], [-0.458, -0.908, 0.024], [-0.038, 0.171, -0.103], [0.662, 0.425, 0.037], [-0.024, 0.201, -0.058], [-0.017, -0.165, -0.104], [-0.121, -0.159, -0.083], [-0.048, -0.087, -0.208], [0.049, -0.190, 0.417], [-0.168, 0.166, -0.347], [1.158, 0.549, 0.056], [0.041, -0.413, -0.479], [-0.104, 0.650, -0.079], [-0.936, -1.079, 0.305], [0.324, 0.545, 0.210], [0.138, 0.003, -0.105], [-0.182, -0.256, -0.053], [0.105, -0.109, -0.012], [-0.005, 0.191, 0.220]]
}